Arrangement i

Molecular formula: C11H18
Method: DFT, ωB97M-V/def2-TZVPD

The geometry in XYZ format:
```
29
Properties=species:S:1:pos:R:3
C -0.477 -3.544 0.898
C -1.027 -2.208 0.746
C -1.653 -1.632 1.796
C -2.467 -0.459 1.570
C -2.569 0.062 0.328
C -1.743 -0.423 -0.821
C -1.038 -1.621 -0.608
H -0.866 -3.979 1.803
H 0.580 -3.552 0.774
H -0.950 -4.340 0.249
H -1.624 -2.136 2.716
H -3.244 -0.256 2.310
H -3.146 0.891 0.217
H -1.739 0.073 -1.803
H -0.360 -2.117 -1.283
C 2.397 2.978 -0.567
C 1.816 1.561 -0.356
C 0.453 1.814 0.260
C 1.782 0.743 -1.702
H 2.041 3.361 -1.512
H 3.414 2.742 -0.759
H 2.167 3.672 0.282
H 2.501 1.052 0.263
H -0.200 2.361 -0.403
H 0.012 0.796 0.489
H 0.537 2.387 1.273
H 2.559 1.215 -2.465
H 2.022 -0.310 -1.451
H 0.823 0.870 -2.246
```

Values from the calculation:
**Highest occupied orbital energy**: -8.93 eV
**Kohn-Sham gap**: 9.90 eV
**Charge**: 0

***

Arrangement ii

Molecular formula: C11H18
Method: DFT, ωB97M-V/def2-TZVPD

The geometry in XYZ format:
```
29
Properties=species:S:1:pos:R:3
C -2.529 -4.856 1.044
C -3.701 -3.873 0.959
C -3.635 -3.114 -0.369
C -5.021 -4.644 1.042
C -3.617 -2.878 2.120
H -2.576 -5.580 0.213
H -2.563 -5.411 1.997
H -1.570 -4.315 0.986
H -3.694 -3.818 -1.216
H -4.473 -2.401 -0.445
H -2.688 -2.553 -0.444
H -5.084 -5.197 1.994
H -5.875 -3.949 0.982
H -5.096 -5.366 0.211
H -3.663 -3.411 3.085
H -2.670 -2.315 2.075
H -4.455 -2.163 2.073
C -1.044 0.338 1.909
C -0.663 -0.347 0.755
C 0.068 -1.531 0.855
C 0.417 -2.032 2.109
C 0.036 -1.347 3.264
C -0.694 -0.163 3.164
H -1.619 1.270 1.831
H -0.938 0.047 -0.233
H 0.367 -2.070 -0.054
H 0.992 -2.964 2.188
H 0.311 -1.741 4.252
H -0.994 0.376 4.073
```

Values from the calculation:
**Highest occupied orbital energy**: -9.48 eV
**Kohn-Sham gap**: 10.38 eV
**Charge**: 0

***

Result of the stability comparison: arrangement ii is the most stable of them.

***

Arrangement i

Molecular formula: C11H18
Method: DFT, ωB97M-V/def2-TZVPD

The geometry in XYZ format:
```
29
Properties=species:S:1:pos:R:3
C 2.875 -0.588 -1.562
C 1.986 0.390 -0.872
C 1.820 0.353 0.508
C 0.958 1.234 1.138
C 0.264 2.203 0.423
C 0.499 2.297 -0.942
C 1.312 1.377 -1.580
H 2.604 -1.628 -1.381
H 3.896 -0.464 -1.186
H 2.970 -0.439 -2.636
H 2.372 -0.372 1.095
H 0.777 1.150 2.203
H -0.426 2.849 0.948
H -0.008 3.098 -1.459
H 1.403 1.417 -2.660
C -2.472 -0.654 1.824
C -1.757 -1.473 0.762
C -2.231 -2.922 0.711
C -1.911 -0.816 -0.611
H -3.549 -0.530 1.651
H -2.041 0.353 1.838
H -2.423 -1.090 2.811
H -0.708 -1.431 0.961
H -3.158 -2.971 0.127
H -1.512 -3.537 0.164
H -2.461 -3.366 1.672
H -1.419 0.159 -0.600
H -1.417 -1.415 -1.373
H -2.954 -0.683 -0.908
```

Values from the calculation:
**Highest occupied orbital energy**: -9.11 eV
**Kohn-Sham gap**: 10.07 eV
**Charge**: 0

***

Arrangement ii

Molecular formula: C11H18
Method: DFT, ωB97M-V/def2-TZVPD

The geometry in XYZ format:
```
29
Properties=species:S:1:pos:R:3
C 2.411 -0.256 0.934
C 2.285 -1.596 1.296
C 1.229 -1.938 2.173
C 0.482 -0.972 2.870
C 0.715 0.306 2.509
C 1.599 0.659 1.488
H 3.294 0.157 0.306
H 3.085 -2.352 1.013
H 1.114 -3.018 2.249
H -0.296 -1.210 3.628
H 0.200 1.173 2.935
H 1.716 1.682 1.277
C -0.829 1.054 -3.905
C -0.390 0.850 -2.380
C -1.339 0.273 -1.386
C -0.845 0.151 0.032
C -1.840 -0.341 1.025
H -1.145 0.159 -4.421
H -1.656 1.727 -3.951
H -0.035 1.623 -4.369
H -0.421 2.001 -2.188
H 0.752 0.535 -2.259
H -2.273 0.728 -1.311
H -1.463 -0.827 -1.676
H -0.316 1.173 0.293
H 0.145 -0.389 0.016
H -2.540 -1.213 0.537
H -1.174 -0.688 1.972
H -2.465 0.549 1.291
```

Values from the calculation:
**Highest occupied orbital energy**: -9.12 eV
**Kohn-Sham gap**: 10.13 eV
**Charge**: 0

***

Result of the stability comparison: arrangement i is the most stable of them.

***

Arrangement i

Molecular formula: C6H12NO3
Method: DFT, ωB97M-V/def2-TZVPD

The geometry in XYZ format:
```
22
Properties=species:S:1:pos:R:3
C 2.040 0.452 -1.256
C 1.861 -0.976 -1.381
C 0.838 1.273 -1.521
O 0.961 2.472 -1.243
O -0.220 0.698 -2.022
H 2.340 0.736 -0.289
H 2.833 0.845 -1.908
H 1.524 -1.165 -2.441
H 1.103 -1.341 -0.562
H 2.529 -1.909 -1.135
C -1.805 -0.596 1.159
C -0.718 -1.511 1.787
C -1.562 0.881 1.208
O -0.831 1.177 2.153
N -1.847 1.760 0.173
H -1.554 -0.955 -0.004
H -2.779 -0.855 1.555
H -1.273 -2.270 2.388
H -0.321 -0.916 2.681
H -1.213 2.599 -0.069
H -2.132 1.224 -0.655
H 0.227 -1.623 1.382
```

Values from the calculation:
**Highest occupied orbital energy**: -4.43 eV
**Kohn-Sham gap**: 8.18 eV
**Charge**: -1

***

Arrangement ii

Molecular formula: C6H12NO3
Method: DFT, ωB97M-V/def2-TZVPD

The geometry in XYZ format:
```
22
Properties=species:S:1:pos:R:3
C -0.270 -2.354 -0.446
C -1.275 -2.228 0.720
C -0.633 -1.444 -1.602
O -0.975 -1.847 -2.711
N -0.586 -0.116 -1.321
H 0.591 -1.830 -0.072
H -0.168 -3.388 -0.755
H -1.392 -1.157 0.872
H -0.975 -2.702 1.653
H -0.595 0.496 -2.118
H -0.085 0.207 -0.490
H -2.229 -2.702 0.467
C 0.127 2.213 1.445
C -0.972 2.224 0.368
C 1.432 1.334 1.139
O 1.138 0.125 0.888
O 2.498 1.913 1.331
H 0.461 3.243 1.568
H -0.225 1.738 2.349
H -1.679 1.414 0.477
H -0.459 2.238 -0.593
H -1.525 3.168 0.398
```

Values from the calculation:
**Highest occupied orbital energy**: -4.58 eV
**Kohn-Sham gap**: 8.32 eV
**Charge**: -1

***

Result of the stability comparison: arrangement ii is the most stable of them.

***

Arrangement i

Molecular formula: C4H17NO3
Method: DFT, ωB97M-V/def2-TZVPD

The geometry in XYZ format:
```
25
Properties=species:S:1:pos:R:3
C 1.588 -2.019 0.525
N 0.293 -1.455 0.308
C 0.588 -0.744 -2.102
C 0.220 -0.321 -0.722
C 1.048 0.869 -0.190
H 1.994 -2.852 -0.084
H 1.639 -2.315 1.585
H 2.384 -1.287 0.410
H -0.420 -2.179 0.195
H 1.538 -1.247 -2.259
H 0.823 0.062 -2.810
H -0.144 -1.323 -2.684
H -0.826 0.059 -0.738
H 1.218 1.616 -0.966
H 1.951 0.674 0.361
H 0.394 1.500 0.453
H -2.791 0.297 0.719
H -1.936 1.139 1.676
O -2.491 1.194 0.876
H 0.076 0.209 1.836
H -0.760 -0.602 2.760
O -0.499 0.315 2.609
H -2.585 2.725 -0.939
H -1.571 2.526 -0.036
O -1.730 3.158 -0.780
```

Values from the calculation:
**Spin multiplicity**: 2
**<S²>**: 0.7544
**Highest occupied orbital energy (spin up / spin down)**: -13.60 / -13.60 eV
**Kohn-Sham gap (spin up / spin down)**: 9.89 / 4.82 eV
**Charge**: +1

***

Arrangement ii

Molecular formula: C4H17NO3
Method: DFT, ωB97M-V/def2-TZVPD

The geometry in XYZ format:
```
25
Properties=species:S:1:pos:R:3
C 0.002 1.052 0.737
N -0.513 -0.332 0.897
C 0.245 -1.286 0.138
C 0.042 -2.722 0.664
C -0.412 2.043 1.811
H 1.105 1.130 0.555
H -0.473 1.499 -0.240
H -0.355 -0.614 1.881
H -0.132 -1.360 -0.903
H 1.370 -1.277 0.098
H -0.335 -3.499 -0.048
H 0.897 -3.192 1.083
H -0.647 -2.718 1.510
H 0.356 2.241 2.660
H -1.447 1.930 2.274
H -0.621 3.055 1.378
H 2.709 1.250 -0.672
H 3.395 -0.084 -1.037
O 3.490 0.655 -0.518
H -2.191 -0.022 -0.631
H -2.598 -0.920 -1.786
O -2.314 -0.008 -1.614
H -1.043 0.525 -2.647
H -0.369 1.761 -2.912
O -0.162 0.890 -2.677
```

Values from the calculation:
**Spin multiplicity**: 2
**<S²>**: 0.7550
**Highest occupied orbital energy (spin up / spin down)**: -14.67 / -14.60 eV
**Kohn-Sham gap (spin up / spin down)**: 11.57 / 5.58 eV
**Charge**: +1

***

Result of the stability comparison: arrangement i is the most stable of them.

***

Arrangement i

Molecular formula: C2H3P
Method: DFT, ωB97M-V/def2-TZVPD

The geometry in XYZ format:
```
6
Properties=species:S:1:pos:R:3
C 1.449 0.529 -0.048
C 0.280 0.435 -0.034
P -1.476 0.213 -0.031
H 2.446 0.519 0.214
H -1.214 -1.113 0.992
H -1.485 -0.583 -1.093
```

Values from the calculation:
**Highest occupied orbital energy**: -9.66 eV
**Kohn-Sham gap**: 10.30 eV
**Charge**: 0

***

Arrangement ii

Molecular formula: C2H3P
Method: DFT, ωB97M-V/def2-TZVPD

The geometry in XYZ format:
```
6
Properties=species:S:1:pos:R:3
C -1.081 -0.297 1.236
C -0.198 0.164 0.309
P 1.042 0.804 -0.738
H -1.921 -0.794 1.581
H 0.217 0.246 -1.749
H 1.942 -0.123 -0.640
```

Values from the calculation:
**Highest occupied orbital energy**: -9.07 eV
**Kohn-Sham gap**: 10.12 eV
**Charge**: 0

***

Arrangement iii

Molecular formula: C2H3P
Method: DFT, ωB97M-V/def2-TZVPD

The geometry in XYZ format:
```
6
Properties=species:S:1:pos:R:3
C 1.521 -0.881 -0.094
C 0.326 -0.746 -0.189
P -1.413 -0.409 -0.246
H 2.566 -0.726 -0.183
H -1.849 2.356 -0.187
H -1.153 0.405 0.898
```

Values from the calculation:
**Highest occupied orbital energy (spin up / spin down)**: -8.67 / -10.03 eV
**Kohn-Sham gap (spin up / spin down)**: 8.06 / 8.48 eV
**Charge**: 0

***

Result of the stability comparison: arrangement i is the most stable of them.

***

Arrangement i

Molecular formula: C30H43N5O3
Method: DFT, ωB97M-V/def2-TZVPD

The geometry in XYZ format:
```
81
Properties=species:S:1:pos:R:3
C -0.612 -5.911 1.913
C 0.679 -5.710 1.120
C 0.454 -6.041 -0.357
C 1.814 -6.561 1.690
O 1.048 -4.313 1.110
C 1.332 -3.677 2.263
O 1.288 -4.171 3.368
N 1.729 -2.396 2.037
C 1.531 -1.730 0.769
C 0.192 -0.992 0.777
C 0.160 0.004 1.945
C -1.118 0.774 1.987
C -1.294 2.133 1.755
C -0.211 3.107 1.514
O 0.793 3.124 2.211
N -0.407 4.000 0.510
C -1.319 3.821 -0.594
C -0.538 3.358 -1.830
N 0.465 4.351 -2.157
C 1.088 4.226 -3.468
C 1.683 2.846 -3.789
C 2.411 2.893 -5.130
C 1.460 3.325 -6.242
C 0.839 4.681 -5.918
C 0.112 4.629 -4.577
C 1.402 4.480 -1.057
C 0.647 4.940 0.192
C -2.679 2.342 1.901
N -3.295 1.215 2.178
N -2.353 0.268 2.217
C -2.738 -1.072 2.473
C -2.795 -1.540 3.779
C -3.164 -2.852 4.020
C -3.489 -3.688 2.966
C -3.461 -3.210 1.667
C -3.089 -1.901 1.416
C 0.452 -0.723 3.265
C 1.774 -1.482 3.160
H -1.394 -5.264 1.521
H -0.934 -6.946 1.834
H -0.449 -5.668 2.959
H 0.162 -7.081 -0.465
H 1.367 -5.868 -0.921
H -0.329 -5.407 -0.765
H 2.733 -6.375 1.138
H 1.976 -6.315 2.735
H 1.559 -7.614 1.608
H 1.564 -2.467 -0.032
H 2.352 -1.018 0.634
H -0.607 -1.726 0.890
H 0.049 -0.466 -0.170
H 0.955 0.744 1.794
H -2.083 3.088 -0.341
H -1.795 4.782 -0.810
H -1.227 3.248 -2.667
H -0.090 2.372 -1.605
H 1.907 4.956 -3.473
H 2.378 2.547 -3.001
H 0.884 2.104 -3.839
H 2.827 1.909 -5.359
H 3.241 3.600 -5.067
H 1.998 3.379 -7.190
H 0.667 2.581 -6.349
H 0.139 4.967 -6.706
H 1.624 5.439 -5.877
H -0.701 3.904 -4.644
H -0.320 5.601 -4.336
H 2.157 5.224 -1.317
H 1.911 3.528 -0.827
H 1.321 4.994 1.048
H 0.195 5.918 0.008
H -3.228 3.260 1.840
H -2.549 -0.876 4.594
H -3.198 -3.221 5.034
H -3.771 -4.713 3.158
H -3.732 -3.856 0.844
H -3.073 -1.515 0.407
H -0.337 -1.444 3.483
H 0.503 0.001 4.078
H 1.954 -2.068 4.063
H 2.605 -0.788 3.006
```

Values from the calculation:
**Highest occupied orbital energy**: -8.46 eV
**Kohn-Sham gap**: 9.04 eV
**Charge**: 0

***

Arrangement ii

Molecular formula: C30H43N5O3
Method: DFT, ωB97M-V/def2-TZVPD

The geometry in XYZ format:
```
81
Properties=species:S:1:pos:R:3
C -1.362 -3.509 -0.298
C -0.323 -4.554 -0.707
C -0.362 -4.777 -2.219
C -0.535 -5.872 0.039
O 1.010 -4.049 -0.469
C 1.360 -3.625 0.754
O 0.711 -3.765 1.765
N 2.605 -3.059 0.748
C 3.257 -2.664 -0.481
C 2.827 -1.253 -0.881
C 3.115 -0.267 0.260
C 2.597 1.094 -0.066
C 1.285 1.550 -0.153
C 0.020 0.791 -0.137
O -0.122 -0.311 -0.642
N -0.986 1.435 0.496
C -2.341 0.937 0.501
C -3.216 1.627 -0.551
C -3.420 3.125 -0.241
C -4.932 3.276 -0.046
N -5.354 1.949 0.351
C -6.780 1.767 0.525
C -7.080 0.493 1.346
C -8.211 -0.228 0.612
C -7.991 0.149 -0.850
C -7.621 1.627 -0.769
C -4.640 1.054 -0.539
C 1.408 2.945 -0.328
N 2.667 3.312 -0.342
N 3.384 2.193 -0.187
C 4.787 2.287 -0.173
C 5.575 1.412 -0.913
C 6.952 1.539 -0.880
C 7.545 2.542 -0.132
C 6.756 3.432 0.579
C 5.379 3.307 0.561
C 2.471 -0.772 1.561
C 2.936 -2.197 1.863
H -1.407 -3.428 0.784
H -1.088 -2.538 -0.707
H -2.339 -3.796 -0.676
H -0.218 -3.831 -2.735
H -1.321 -5.199 -2.509
H 0.430 -5.460 -2.516
H 0.216 -6.599 -0.264
H -0.453 -5.708 1.110
H -1.522 -6.266 -0.186
H 3.004 -3.378 -1.264
H 4.339 -2.697 -0.305
H 1.755 -1.251 -1.084
H 3.351 -0.948 -1.790
H 4.198 -0.208 0.423
H -0.827 2.371 0.833
H -2.276 -0.132 0.283
H -2.779 1.078 1.493
H -2.747 1.483 -1.527
H -3.054 3.766 -1.041
H -2.902 3.397 0.679
H -5.185 3.998 0.733
H -5.406 3.604 -0.988
H -7.114 2.650 1.080
H -7.349 0.735 2.372
H -6.189 -0.131 1.378
H -8.191 -1.304 0.776
H -9.178 0.153 0.945
H -8.872 -0.027 -1.466
H -7.161 -0.428 -1.261
H -8.527 2.228 -0.681
H -7.077 1.973 -1.648
H -4.665 0.031 -0.166
H -5.047 1.062 -1.563
H 0.635 3.675 -0.472
H 5.114 0.655 -1.528
H 7.564 0.858 -1.453
H 8.620 2.637 -0.112
H 7.214 4.224 1.152
H 4.748 3.995 1.102
H 1.386 -0.783 1.451
H 2.730 -0.108 2.389
H 2.432 -2.583 2.749
H 4.019 -2.229 2.017
```

Values from the calculation:
**Highest occupied orbital energy**: -8.42 eV
**Kohn-Sham gap**: 9.15 eV
**Charge**: 0

***

Result of the stability comparison: arrangement i is the most stable of them.